The following is a quantum chemistry calculation of C28H43BrN2P2Sr as an isolated structure in a non-equilibrium geometry, from OMol25.

Values from the calculation:
HOMO energy   -12.7667 eV
E   -4489.00812 a.u.
Charge   +2
Orbital gap   5.86 eV
LUMO energy   -6.9 eV

Geometry (Å):
C 1.85364 4.18952 -0.65590
C 0.88376 3.89284 -1.62745
C 1.29587 3.52947 -2.92571
C 2.69488 3.51517 -3.20481
N 3.57931 3.81328 -2.25321
C 3.22359 4.14764 -1.01968
C -0.50094 3.70207 -1.27730
C -1.56629 3.17112 -0.87195
C -2.71609 2.83027 -0.07405
C -2.83088 1.49021 0.37259
C -3.45409 1.19396 1.61254
C -4.26524 2.20756 2.15200
C -4.44780 3.45205 1.52955
C -3.59966 3.85112 0.43670
Sr -1.02870 1.16805 2.63882
P 2.02819 -0.37688 0.25080
H 0.58655 3.12218 -3.64542
H 1.56919 4.30536 0.38719
H 3.06209 3.25058 -4.19667
H 4.01211 4.38275 -0.29540
H -3.59619 4.93774 0.07821
H -2.47080 0.81124 -0.30238
H -5.26155 4.10777 1.97051
H -3.27313 0.19215 2.10817
C 2.82762 -2.06463 0.38553
C 3.95160 -2.49648 -0.55330
H 1.98816 -2.76781 0.27159
H 3.17746 -2.14325 1.42348
H 4.22744 -3.53897 -0.35654
H 3.68408 -2.43029 -1.60804
H 4.87434 -1.92853 -0.41649
C 2.38094 -0.08047 -1.57007
C 3.78068 0.27781 -2.06273
H 1.69605 0.73330 -1.83722
H 2.05384 -0.98335 -2.09929
H 3.78195 0.36929 -3.15932
H 4.14623 1.23915 -1.68084
H 4.53034 -0.48605 -1.83437
C 3.39910 0.68059 0.91313
C 4.83490 0.17606 0.84868
H 3.11598 0.86371 1.95958
H 3.33372 1.64498 0.39091
H 5.50488 0.86500 1.37213
H 4.96618 -0.81079 1.29104
H 5.22351 0.12412 -0.16877
Br -5.12221 1.92863 3.94922
P -1.27146 -1.46590 -0.99212
C -0.41468 -2.45694 -2.28658
C -1.11222 -3.71210 -2.79687
H 0.55773 -2.73975 -1.85063
H -0.22100 -1.74975 -3.10757
H -0.40518 -4.23429 -3.45844
H -1.40754 -4.39398 -1.99079
H -2.02353 -3.48451 -3.36677
C -2.40248 -2.71127 -0.23997
C -3.75538 -2.99261 -0.87124
H -2.55731 -2.34405 0.78434
H -1.82937 -3.64510 -0.16093
H -4.30707 -3.66898 -0.20796
H -4.37170 -2.10409 -1.02153
H -3.68301 -3.48175 -1.84737
C -2.40982 -0.43851 -2.00280
C -2.84525 -0.87149 -3.36232
H -1.89934 0.52887 -2.08618
H -3.34292 -0.30434 -1.44909
H -3.43228 -0.05893 -3.79526
H -2.02354 -1.10210 -4.02266
H -3.48698 -1.74470 -3.31764
C -0.34164 -1.09960 6.99598
C -1.69358 -1.45013 6.32910
C -1.60171 -1.18798 4.94741
N -1.39349 -0.73976 3.88317
H 0.44981 -1.76499 6.62178
H -0.43853 -1.25978 8.06496
H -0.02308 -0.06276 6.83728
H -1.93349 -2.52750 6.43342
H -2.51452 -0.79052 6.69180